A structure of composition C51H62F3N3O4S3 in a non-equilibrium geometry, computed with ωB97M-V/def2-TZVPD.

```
126
C51H62F3N3O4S3 ωB97M-V/def2-TZVPD
C 2.282 1.931 0.331
C 1.813 2.920 1.389
C 3.025 3.113 2.311
C 1.502 4.281 0.766
C 0.580 2.356 2.155
C 0.818 1.975 3.477
C -0.184 1.466 4.281
C -1.491 1.533 3.843
C -1.804 1.870 2.529
C -3.334 1.905 2.224
C -3.661 1.245 0.903
C -3.850 3.350 2.284
C -4.157 1.109 3.254
C -0.741 2.204 1.628
N -0.974 2.318 0.194
C -1.593 3.467 -0.449
C -1.727 3.080 -1.904
N -1.039 1.784 -2.014
C -0.858 1.183 -3.334
C 0.070 1.739 -4.272
C 0.990 2.987 -4.106
C 2.307 2.799 -4.880
C 1.435 3.251 -2.679
C 0.278 4.199 -4.720
C 0.182 1.158 -5.541
C -0.301 -0.113 -5.803
C -1.217 -0.636 -4.910
C -1.677 0.113 -3.818
C -3.147 -0.203 -3.416
C -3.459 -1.698 -3.554
C -4.071 0.564 -4.379
C -3.462 0.181 -1.987
C -0.712 1.329 -0.742
C -0.229 0.095 -0.318
C 0.211 -0.886 -1.301
C 1.385 -0.652 -2.065
C 1.808 -1.545 -3.037
C 1.100 -2.733 -3.248
C -0.043 -3.001 -2.492
C -0.499 -2.080 -1.554
H 1.507 1.794 -0.422
H 3.186 2.306 -0.177
H 2.489 0.937 0.752
H 2.803 3.834 3.106
H 3.368 2.160 2.737
H 3.862 3.514 1.724
H 0.977 4.930 1.480
H 2.438 4.780 0.479
H 0.901 4.185 -0.139
H 1.806 2.052 3.938
H 0.055 1.119 5.281
H -2.271 1.286 4.560
H -3.330 0.199 0.906
H -4.747 1.269 0.730
H -3.181 1.756 0.074
H -3.887 3.682 3.331
H -3.221 4.057 1.731
H -4.870 3.386 1.874
H -4.134 1.568 4.249
H -5.211 1.093 2.942
H -3.812 0.069 3.316
H -2.565 3.703 -0.003
H -0.972 4.366 -0.329
H -2.785 2.972 -2.208
H -1.271 3.816 -2.583
H 2.173 2.860 -5.962
H 3.014 3.592 -4.608
H 2.770 1.839 -4.632
H 0.602 3.396 -1.992
H 2.060 2.424 -2.315
H 2.041 4.172 -2.653
H -0.712 4.379 -4.286
H 0.886 5.103 -4.580
H 0.145 4.037 -5.798
H 0.699 1.683 -6.344
H -0.015 -0.665 -6.700
H -1.628 -1.620 -5.136
H -2.734 -2.307 -3.001
H -4.456 -1.892 -3.139
H -3.479 -2.012 -4.602
H -3.898 1.648 -4.340
H -3.907 0.239 -5.413
H -5.124 0.383 -4.131
H -3.612 1.262 -1.891
H -4.398 -0.305 -1.669
H -2.663 -0.152 -1.308
H -0.120 -0.058 0.752
H 1.962 0.249 -1.841
H 2.709 -1.307 -3.611
H 1.462 -3.455 -3.979
H -0.574 -3.947 -2.617
H -1.396 -2.266 -0.957
F -1.314 -1.504 3.756
C 0.020 -1.708 4.045
F 0.277 -1.138 5.248
F 0.205 -3.043 4.186
S 0.985 -0.967 2.695
N 2.309 -2.313 2.862
S 3.651 -2.008 3.890
C 3.994 -3.633 4.571
C 3.698 -3.879 5.919
C 3.967 -5.139 6.459
C 4.536 -6.135 5.652
C 4.906 -5.853 4.331
C 4.668 -4.582 3.804
O 4.731 -1.528 3.071
O 3.127 -1.229 4.981
S 2.459 -2.818 1.232
C 0.904 -3.716 1.081
C 1.016 -5.064 0.721
C -0.137 -5.816 0.494
C -1.398 -5.241 0.671
C -1.508 -3.920 1.097
C -0.357 -3.163 1.276
O 2.468 -1.639 0.399
O 3.514 -3.789 1.122
H 3.265 -3.092 6.533
H 3.731 -5.341 7.508
H 4.718 -7.127 6.068
H 5.383 -6.611 3.702
H 4.986 -4.323 2.800
H 2.010 -5.495 0.647
H -0.044 -6.859 0.191
H -2.302 -5.821 0.492
H -2.478 -3.460 1.295
H -0.487 -2.113 1.557
```

E_LUMO	-0.5	eV
strongest force on any atom	0.076	hartree/bohr
E	-107208.247	eV
HOMO	-6.997	eV
M	934.3	g mol⁻¹

=====

A structure of composition C51H63GeN2NiP2S2 in a non-equilibrium geometry, computed with ωB97M-V/def2-TZVPD.

```
122
C51H63GeN2NiP2S2 ωB97M-V/def2-TZVPD
Ni 0.388 -0.068 -0.718
S 1.477 -1.668 -2.018
P -0.367 -2.456 -1.791
C -0.986 -1.341 -0.564
P -2.542 -1.266 0.349
S -2.608 0.056 1.790
C -2.899 -2.943 0.968
C -3.401 -3.936 0.129
C -3.639 -5.214 0.609
C -3.382 -5.511 1.941
C -2.913 -4.521 2.793
C -2.686 -3.238 2.312
C -3.886 -0.956 -0.840
C -3.662 -0.409 -2.098
C -4.732 -0.103 -2.933
C -6.029 -0.351 -2.514
C -6.261 -0.898 -1.255
C -5.197 -1.191 -0.420
C -0.413 -4.193 -1.292
C -0.563 -5.196 -2.249
C -0.563 -6.531 -1.867
C -0.411 -6.871 -0.531
C -0.260 -5.876 0.427
C -0.260 -4.545 0.048
C -1.201 -2.448 -3.404
C -2.521 -2.885 -3.520
C -3.137 -2.949 -4.759
C -2.435 -2.586 -5.901
C -1.120 -2.159 -5.798
C -0.502 -2.092 -4.556
H -3.634 -3.715 -0.905
H -4.030 -5.975 -0.055
H -3.570 -6.509 2.320
H -2.743 -4.739 3.841
H -2.365 -2.451 2.983
H -2.651 -0.218 -2.437
H -4.544 0.322 -3.912
H -6.863 -0.117 -3.164
H -7.273 -1.090 -0.924
H -5.381 -1.598 0.568
H -0.684 -4.945 -3.295
H -0.684 -7.303 -2.615
H -0.415 -7.913 -0.234
H -0.158 -6.138 1.474
H -0.190 -3.780 0.809
H -3.081 -3.176 -2.645
H -4.164 -3.283 -4.831
H -2.913 -2.641 -6.872
H -0.566 -1.882 -6.686
H 0.522 -1.759 -4.479
C -0.570 6.899 -1.160
C -1.737 5.912 -1.177
C -2.457 6.018 -2.530
C -2.709 6.276 -0.045
C -1.271 4.476 -0.988
C -2.186 3.432 -0.929
C -1.752 2.133 -0.772
N -0.463 1.794 -0.672
C 0.432 2.796 -0.711
C 0.067 4.121 -0.871
C 1.845 2.379 -0.576
C 2.889 3.272 -0.382
C 4.193 2.813 -0.257
C 4.382 1.436 -0.373
C 3.302 0.606 -0.562
N 2.045 1.059 -0.636
C 5.374 3.735 0.010
C 5.974 3.364 1.376
C 4.958 5.205 0.035
C 6.429 3.537 -1.089
H -0.953 7.912 -1.289
H 0.136 6.711 -1.973
H -0.027 6.871 -0.212
H -2.827 7.035 -2.672
H -3.312 5.340 -2.586
H -1.781 5.781 -3.355
H -3.044 7.308 -0.167
H -2.227 6.187 0.932
H -3.593 5.637 -0.046
H -3.253 3.607 -1.000
H -2.467 1.341 -0.712
H 0.837 4.876 -0.915
H 2.678 4.329 -0.311
H 5.370 0.998 -0.308
H 3.426 -0.462 -0.660
H 5.251 3.518 2.180
H 6.845 3.992 1.577
H 6.300 2.323 1.405
H 4.241 5.412 0.833
H 4.525 5.522 -0.918
H 5.837 5.824 0.218
H 6.822 2.519 -1.100
H 7.269 4.213 -0.914
H 6.017 3.755 -2.077
C 2.363 -4.050 4.850
C 1.743 -3.527 3.561
C 2.761 -2.804 2.681
C 2.240 -2.380 1.299
Ge 0.663 -1.214 1.415
C 0.944 0.505 2.311
C 0.994 0.368 3.836
C 1.272 1.706 4.526
C 2.681 2.236 4.277
H 1.627 -4.562 5.471
H 2.784 -3.231 5.441
H 3.172 -4.754 4.642
H 0.911 -2.859 3.806
H 1.303 -4.355 2.992
H 3.621 -3.467 2.532
H 3.152 -1.934 3.221
H 1.968 -3.253 0.707
H 3.037 -1.890 0.746
H -0.484 -1.963 2.074
H 0.094 1.133 2.034
H 1.848 0.975 1.924
H 1.761 -0.354 4.139
H 0.037 -0.031 4.188
H 1.112 1.592 5.601
H 0.533 2.438 4.184
H 3.434 1.508 4.592
H 2.861 3.158 4.832
H 2.854 2.455 3.219
```

E_LUMO (alpha / beta)	-3.0 / -3.3	eV
strongest force on any atom	0.030	hartree/bohr
E	-194695.078	eV
HOMO (alpha / beta)	-10.338 / -10.273	eV
total charge	+1
M	961.5	g mol⁻¹

=====

Q: Which of these has the highest M?
A: C51H63GeN2NiP2S2

=====

Q: Look up the M of the second one.
A: 961.5 g mol⁻¹

=====

Q: Number 1 is which compound?
A: C51H62F3N3O4S3

=====

Q: Which formula does entry 1 have?
A: C51H62F3N3O4S3